Record 1
{
  "formula": "C6H11NO",
  "method": "wB97M-V/def2-TZVPD",
  "symbols": ["C", "C", "C", "C", "C", "N", "C", "H", "H", "H", "H", "H", "H", "H", "H", "H", "O", "H", "H"],
  "coordinates": [[2.7910, 0.1554, -0.5461], [1.6242, -0.4202, 0.2273], [0.3605, 0.4263, 0.3403], [-0.4710, 0.8101, -0.7446], [-1.4546, 1.6309, -0.2359], [-1.2711, 1.6924, 1.1185], [-0.1951, 0.9255, 1.5068], [3.4871, 0.5998, 0.1748], [3.4705, -0.5649, -1.0055], [2.4520, 0.8800, -1.2821], [1.2339, -1.3914, -0.0931], [1.8451, -0.5494, 1.2932], [-0.4883, 0.4095, -1.7443], [-2.1526, 2.3257, -0.6719], [-1.9530, 2.0395, 1.7593], [-0.0442, 0.6540, 2.5360], [-2.7394, -3.1411, -1.0927], [-3.4420, -2.5391, -0.8649], [-3.0528, -3.9431, -0.6750]],
  "e_tot_ha": -365.18755,
  "lumo_ev": 0.861,
  "orbital_gap_ev": 8.90,
  "e_homo_ev": -8.0,
  "de_lowest_ev": 1.195,
  "smiles": "CCc1cc[nH]c1.O"
}

Record 2
{
  "formula": "C39H41BF10N3O7PS2Ta",
  "method": "wB97M-V/def2-TZVPD",
  "symbols": ["Ta", "C", "C", "N", "C", "C", "C", "C", "N", "C", "C", "F", "C", "F", "C", "C", "F", "C", "F", "H", "H", "H", "H", "H", "H", "H", "H", "H", "H", "H", "H", "H", "H", "H", "F", "C", "F", "F", "S", "O", "O", "N", "S", "O", "O", "C", "F", "F", "F", "O", "C", "C", "C", "C", "C", "C", "C", "P", "C", "C", "C", "C", "C", "C", "C", "C", "C", "C", "C", "C", "H", "H", "H", "H", "H", "H", "H", "H", "H", "H", "H", "H", "H", "H", "C", "C", "C", "O", "B", "O", "C", "C", "C", "H", "H", "H", "H", "H", "H", "H", "H", "H", "H", "H", "H"],
  "coordinates": [[-11.3284, -1.1867, 15.0950], [-17.1463, 0.4417, 16.0062], [-15.9650, -0.5461, 15.9992], [-14.6266, 0.0380, 16.0713], [-14.3868, 0.8053, 17.2640], [-13.4344, 0.0553, 18.2080], [-14.2120, 0.6420, 14.8481], [-13.9421, -0.3463, 13.7167], [-13.0825, -1.5025, 14.2226], [-13.9208, -2.5978, 14.5542], [-14.0444, -3.0625, 15.8368], [-13.1589, -2.4942, 16.6919], [-14.9002, -4.0472, 16.1911], [-15.0231, -4.4968, 17.4120], [-15.7570, -4.6060, 15.2074], [-15.6445, -4.1598, 13.8539], [-16.3990, -4.6256, 12.8593], [-14.6583, -3.2642, 13.5575], [-14.4479, -2.9012, 12.3256], [-18.0251, -0.1900, 15.7817], [-17.0580, 1.3000, 15.2945], [-17.3478, 0.9275, 16.9774], [-15.9958, -1.1150, 15.0471], [-16.0776, -1.3244, 16.7591], [-15.3021, 1.0669, 17.7878], [-13.9070, 1.7378, 16.9923], [-13.6051, -1.0337, 18.1243], [-13.6313, 0.3865, 19.2398], [-11.7128, 1.3511, 17.8834], [-13.2895, 1.2320, 15.0466], [-14.9207, 1.4217, 14.4842], [-13.3393, 0.1309, 12.9361], [-14.8132, -0.7266, 13.2597], [-16.4929, -5.3969, 15.4385], [-9.8454, 3.4993, 14.4235], [-8.6241, 3.2834, 14.8793], [-8.5267, 3.3919, 16.1938], [-7.7682, 4.0998, 14.2992], [-8.1730, 1.5152, 14.5473], [-8.8463, 0.8193, 15.5861], [-6.7804, 1.4877, 14.3383], [-8.8589, 1.1997, 13.0605], [-9.9978, 0.2159, 13.0385], [-11.2114, 0.5949, 13.7502], [-9.7960, -1.1785, 13.4947], [-10.5352, 0.1349, 11.2495], [-11.5673, -0.6912, 11.2678], [-9.5733, -0.2966, 10.4513], [-10.9573, 1.3727, 10.9295], [-11.6358, -0.1082, 16.5738], [-11.9335, 0.2964, 17.8976], [-11.0768, -0.4054, 18.9342], [-11.0601, 0.1686, 20.2014], [-10.5175, -0.4564, 21.3273], [-9.8497, -1.6614, 21.1299], [-9.7052, -2.1343, 19.8434], [-10.2939, -1.5718, 18.7075], [-9.9366, -2.3380, 17.1117], [-10.0477, -4.0948, 17.5726], [-8.9965, -5.0209, 17.4279], [-9.1312, -6.3532, 17.7993], [-10.3025, -6.7144, 18.4299], [-11.3514, -5.7994, 18.5899], [-11.2321, -4.5083, 18.1266], [-8.1607, -1.9464, 16.9234], [-7.5031, -0.9553, 17.6453], [-6.1284, -0.7365, 17.4667], [-5.3822, -1.4253, 16.5376], [-6.0708, -2.3849, 15.7841], [-7.4176, -2.6552, 15.9720], [-11.5580, 1.1085, 20.3847], [-10.6139, 0.0115, 22.2921], [-9.4447, -2.1963, 21.9437], [-9.0704, -3.0169, 19.6241], [-8.0496, -4.6785, 17.0478], [-8.2593, -7.0331, 17.6037], [-10.4563, -7.6933, 18.7503], [-12.2376, -6.1350, 19.0716], [-12.0527, -3.8499, 18.2784], [-8.0850, -0.2735, 18.2604], [-5.6786, 0.0940, 17.9873], [-4.3376, -1.2333, 16.3350], [-5.5442, -2.9534, 15.0055], [-7.8505, -3.4400, 15.2980], [-10.9260, -6.3959, 14.6153], [-10.9166, -5.4501, 13.4343], [-11.3731, -6.0601, 12.1482], [-11.8042, -4.3369, 13.8189], [-10.9525, -3.4243, 14.4368], [-9.6615, -3.7291, 14.3582], [-9.5588, -4.7335, 13.2737], [-9.3836, -3.8782, 12.0250], [-8.3742, -5.6522, 13.4527], [-11.9421, -6.7768, 14.7999], [-10.6482, -5.8790, 15.5301], [-10.3446, -7.2641, 14.5842], [-12.4774, -6.1320, 12.0988], [-10.9878, -7.0714, 12.0166], [-10.9943, -5.4819, 11.2501], [-10.2321, -3.2151, 11.7751], [-9.1938, -4.4736, 11.1397], [-8.4926, -3.2765, 12.1488], [-8.3517, -6.1940, 14.3460], [-7.4029, -5.1495, 13.3448], [-8.4770, -6.4004, 12.6690]],
  "charge": 1,
  "e_tot_ha": -4419.78676,
  "lumo_ev": -3.395,
  "orbital_gap_ev": 7.46,
  "e_homo_ev": -10.9,
  "de_lowest_ev": 0.000
}

Record 3
{
  "formula": "C4H8N2",
  "method": "wB97M-V/def2-TZVPD",
  "symbols": ["C", "N", "C", "C", "C", "N", "H", "H", "H", "H", "H", "H", "H", "H"],
  "coordinates": [[0.4079, 1.1308, 1.1893], [0.6454, 1.6039, 0.0186], [0.2502, 0.7143, -1.0714], [0.2346, -0.7500, -0.9206], [-0.4599, -0.9959, 0.3412], [0.0412, -0.0796, 1.4289], [0.4045, 2.0829, 1.8537], [-0.8377, 0.8312, -1.3599], [0.8589, 0.9430, -2.0596], [-0.2317, -1.1902, -1.8424], [1.2590, -1.1506, -1.0592], [-0.2963, -1.9432, 0.7383], [-1.6866, -1.1515, 0.3114], [-0.5894, -0.0449, 2.4319]],
  "e_tot_ha": -266.62340,
  "lumo_ev": 0.689,
  "orbital_gap_ev": 9.22,
  "e_homo_ev": -8.5,
  "de_lowest_ev": 2.683,
  "smiles": "C1=NCCCN1"
}

Record 4
{
  "formula": "C33H28FeN5O5S",
  "method": "wB97M-V/def2-TZVPD",
  "symbols": ["Fe", "O", "C", "N", "C", "C", "C", "C", "C", "C", "N", "C", "O", "C", "C", "C", "C", "C", "N", "C", "C", "C", "C", "C", "N", "H", "H", "H", "H", "H", "H", "H", "H", "H", "H", "H", "H", "C", "C", "C", "C", "C", "C", "C", "C", "C", "C", "O", "O", "H", "H", "H", "H", "H", "H", "H", "H", "H", "H", "H", "S", "C", "N", "C", "C", "C", "C", "H", "H", "H", "H", "H", "O"],
  "coordinates": [[0.7560, -0.0805, -1.0394], [-0.0829, -0.3932, -4.6625], [0.0981, -0.0134, -3.5084], [1.2918, 0.2427, -2.8338], [1.8767, 1.4759, -3.0873], [2.1640, 1.9854, -4.3565], [2.8232, 3.2015, -4.4870], [3.2061, 3.9167, -3.3601], [2.9086, 3.4357, -2.0862], [2.2242, 2.2286, -1.9363], [1.7805, 1.6397, -0.7472], [1.8066, 2.2988, 0.4028], [2.2865, 3.4242, 0.6616], [1.1544, 1.5506, 1.5327], [0.9725, 2.1794, 2.7627], [0.3471, 1.4792, 3.7702], [-0.0445, 0.1663, 3.5354], [0.1805, -0.3844, 2.2813], [0.7381, 0.3133, 1.2907], [-1.0442, 0.7470, -2.8090], [-2.1686, 1.2503, -3.4449], [-3.0637, 1.9914, -2.6939], [-2.8217, 2.2021, -1.3408], [-1.6844, 1.6526, -0.7777], [-0.8219, 0.9596, -1.5063], [1.8704, 1.3988, -5.2199], [3.0508, 3.5865, -5.4774], [3.7399, 4.8565, -3.4650], [3.1799, 3.9918, -1.2042], [1.3302, 3.1955, 2.8659], [0.1670, 1.9449, 4.7344], [-0.5316, -0.4310, 4.2972], [-0.1300, -1.3873, 2.0327], [-2.2992, 1.0398, -4.4977], [-3.9561, 2.4060, -3.1524], [-3.5148, 2.7651, -0.7279], [-1.4536, 1.7472, 0.2772], [-4.6002, -3.7284, 5.1376], [-3.9400, -3.2964, 3.8550], [-4.0420, -1.9886, 3.4030], [-3.4501, -1.5741, 2.2103], [-3.6128, -0.1606, 1.7423], [-2.7520, -2.5052, 1.4382], [-2.6580, -3.8319, 1.8699], [-1.9456, -4.8421, 1.0159], [-3.2350, -4.2062, 3.0767], [-2.1593, -2.1057, 0.0902], [-2.7187, -2.5942, -0.9036], [-1.1731, -1.3221, 0.1355], [-4.9213, -2.8659, 5.7249], [-3.9244, -4.3252, 5.7561], [-5.4850, -4.3443, 4.9458], [-4.5997, -1.2669, 3.9959], [-4.3991, 0.3511, 2.3033], [-3.8521, -0.1307, 0.6767], [-2.6810, 0.3902, 1.8504], [-1.0087, -4.4342, 0.6315], [-2.5458, -5.0729, 0.1333], [-1.7407, -5.7618, 1.5691], [-3.1385, -5.2358, 3.4148], [2.5180, -1.5610, -0.5269], [3.8266, -0.5372, -0.9488], [4.6038, -0.0122, 0.0691], [5.6415, 0.8256, -0.1319], [5.9587, 1.2212, -1.3965], [5.2253, 0.7086, -2.4718], [4.1940, -0.1674, -2.2530], [4.3309, -0.3128, 1.0037], [6.1454, 1.1885, 0.7548], [6.7661, 1.9275, -1.5389], [5.4388, 1.0299, -3.4842], [3.5985, -0.5629, -3.0642], [-0.0007, -1.4790, -2.1073]],
  "charge": -2,
  "e_tot_ha": -3586.21505,
  "lumo_ev": [4.331, 4.332],
  "orbital_gap_ev": [5.21, 5.11],
  "e_homo_ev": [-0.9, -0.8],
  "de_lowest_ev": 2.665,
  "s2": 0.80,
  "spin_multiplicity": 2
}

Record 5
{
  "formula": "C2HCoFO",
  "method": "wB97M-V/def2-TZVPD",
  "symbols": ["H", "C", "C", "O", "F", "Co"],
  "coordinates": [[-0.9787, -0.8656, 0.9518], [-0.0603, -0.3116, 0.3854], [-0.4320, 0.7952, 1.1908], [0.1666, -0.3133, -0.8163], [0.4517, 1.3514, 1.9248], [1.4742, -0.5407, -2.0219]],
  "charge": 2,
  "e_tot_ha": -1633.61816,
  "lumo_ev": [-12.351, -14.419],
  "orbital_gap_ev": [9.02, 6.27],
  "e_homo_ev": [-21.4, -20.7],
  "s2": 3.85,
  "spin_multiplicity": 4
}

Record 6
{
  "formula": "C5H10CdMgO3",
  "method": "wB97M-V/def2-TZVPD",
  "symbols": ["O", "C", "C", "O", "C", "Mg", "H", "H", "H", "H", "H", "H", "H", "C", "C", "O", "Cd", "H", "H", "H"],
  "coordinates": [[1.7467, 1.9294, 0.2838], [2.4825, 1.2685, -0.6949], [2.5416, -0.2394, -0.4719], [1.2094, -0.6521, -0.1452], [0.9498, -2.0450, -0.1570], [0.3623, 0.8171, 0.9887], [3.5248, 1.6323, -0.7603], [2.0082, 1.4368, -1.6836], [3.2052, -0.5090, 0.3658], [2.8876, -0.7729, -1.3697], [0.3727, -2.2671, 0.7479], [0.3363, -2.2967, -1.0339], [1.9019, -2.5950, -0.2015], [-1.7700, 0.9171, 1.5110], [-2.3049, 1.1100, 0.2211], [-2.6413, 0.1339, -0.5118], [-2.0189, -0.7780, -2.2226], [-1.9286, -0.0683, 1.9690], [-1.7957, 1.7941, 2.1679], [-2.4874, 2.1353, -0.1522]],
  "e_tot_ha": -790.01283,
  "lumo_ev": -0.544,
  "orbital_gap_ev": 5.67,
  "e_homo_ev": -6.2,
  "de_lowest_ev": 0.000
}